30
Properties=species:S:1:pos:R:3 method="wB97M-V/def2-TZVPD" e_lumo_ha=0.0163 de_lowest_ev=5.5325 homo_lumo_gap_ha=0.34717 homo_energy_ev=-9.00 fmax_ev_per_a=4.8 smiles="CC(C)C#[N+][O-].COP(=O)(C#CN)OC" energy_ev=-28994.1944
C -1.972 0.464 1.691
C -2.647 0.389 0.287
C -2.769 -1.040 -0.337
C -1.757 1.164 -0.575
N -1.432 1.543 -1.628
O -0.826 2.071 -2.552
H -0.968 0.116 1.590
H -2.486 -0.083 2.401
H -2.186 1.483 2.020
H -3.570 0.823 0.242
H -3.026 -1.707 0.507
H -1.779 -1.449 -0.851
H -3.636 -1.169 -0.997
C 1.286 -1.438 -2.128
O 1.341 -1.608 -0.748
P 2.194 -0.545 0.118
O 3.641 -0.792 0.209
C 1.672 0.969 -0.538
C 1.508 2.168 -0.616
N 1.242 3.335 -1.022
O 1.524 -0.821 1.491
C 2.033 -1.642 2.496
H 1.388 -0.316 -2.428
H 0.340 -1.818 -2.487
H 2.086 -1.987 -2.561
H 2.005 4.013 -1.209
H 0.301 3.731 -1.051
H 1.350 -2.597 2.695
H 2.072 -1.239 3.532
H 3.073 -2.016 2.448